[1]
{"formula": "C6H9N", "method": "ωB97M-V/def2-TZVPD", "symbols": ["N", "C", "H", "H", "C", "H", "H", "H", "C", "C", "H", "H", "C", "H", "C", "H"], "positions_angstrom": [[-2.24402, 1.05321, 1.28223], [1.19144, 0.04000, 0.82207], [-0.18854, -1.25592, 1.96298], [-0.33299, -1.10141, -2.33559], [0.12551, -1.10999, -0.22931], [-1.75319, -1.10342, -1.27146], [-0.82935, 0.37893, -1.49460], [1.26899, 2.07781, 1.14885], [1.15203, 1.44174, 0.26035], [-0.15797, -0.52486, 1.15424], [1.27113, -0.77649, -0.33881], [2.01499, 1.64031, -0.38151], [-0.74141, -0.70630, -1.40137], [0.23238, 1.77863, -0.23972], [-1.32743, 0.34926, 1.21713], [0.31844, -2.18148, -0.15547]], "forces_ev_per_angstrom": [[0.871, -0.678, -0.065], [-0.100, 0.207, 0.052], [0.009, 0.126, -0.122], [-0.035, 0.048, 0.140], [-0.197, -0.196, -0.101], [0.127, 0.055, -0.012], [0.024, -0.138, 0.030], [-0.006, -0.097, -0.094], [0.016, 0.036, -0.065], [-0.023, -0.084, 0.105], [0.076, -0.010, -0.043], [-0.126, -0.034, 0.102], [-0.031, 0.065, -0.039], [0.106, -0.091, 0.081], [-0.721, 0.630, 0.030], [0.010, 0.160, 0.001]], "homo_ev": -8.56, "total_energy_ha": -288.630966, "e_lumo_ev": 0.8, "gap_ev": 9.4}

---

[2]
{"formula": "C12H17N", "method": "ωB97M-V/def2-TZVPD", "symbols": ["H", "H", "H", "C", "H", "H", "H", "H", "H", "C", "H", "H", "H", "C", "H", "C", "H", "H", "C", "C", "H", "H", "C", "H", "C", "C", "C", "N", "C", "C"], "positions_angstrom": [[3.43711, 2.20912, 0.34167], [-1.40429, 0.95697, 2.87589], [-1.17657, -1.36263, -3.00201], [2.10800, -1.02413, 0.38752], [3.03314, -1.56528, 0.54786], [-2.29865, -3.13738, 0.15337], [4.04771, 0.77478, 1.00573], [2.91196, 0.23305, -1.12553], [1.42769, -1.58262, -0.25766], [-1.56770, 0.03116, -0.41488], [2.50360, 1.42812, 1.66706], [-2.26687, -2.68361, -2.51070], [-0.33298, 3.15382, -0.62109], [-1.12644, 1.22728, -1.01645], [1.40516, 0.77547, -0.57696], [2.34495, 0.37211, -0.20234], [1.53666, -0.91785, 1.31001], [-0.45071, 2.96643, 1.77305], [-0.64594, 2.20751, -0.19394], [-1.19075, 0.94842, 1.81299], [-1.12564, 1.22930, -2.09632], [-1.59950, -1.91919, 2.13482], [-0.67278, 2.07014, 1.21055], [-2.88177, -1.08522, -2.89179], [-1.48798, -0.13006, 0.96841], [-2.05485, -1.62395, -2.40806], [3.10237, 1.26084, 0.77267], [-1.69943, -1.45065, 1.25133], [-1.97796, -2.11067, 0.07756], [-1.89754, -1.25128, -0.97276]], "forces_ev_per_angstrom": [[-0.493, 0.113, 0.001], [0.350, -0.328, 0.020], [0.149, -0.182, 0.099], [-0.961, 0.644, -0.219], [0.083, -0.140, 0.119], [0.232, -0.116, -0.350], [-0.017, -0.247, 0.468], [0.349, 0.098, -0.002], [0.263, -0.239, -0.187], [0.679, -0.166, -0.538], [0.189, 0.098, 0.115], [0.116, -0.130, -0.049], [0.197, -0.085, 0.062], [-0.364, -1.019, 0.307], [-0.038, 0.227, 0.517], [0.258, -0.639, -0.531], [0.260, -0.088, 0.351], [0.121, -0.138, 0.282], [-0.088, 0.550, -0.241], [0.381, 0.127, 0.041], [0.042, 0.568, -0.117], [-0.110, 0.303, 0.031], [-0.820, 0.537, -0.403], [0.037, -0.070, 0.201], [0.188, 0.252, 0.634], [-0.396, 0.534, -0.327], [0.187, 0.081, -0.608], [-0.554, -0.058, 0.224], [-0.155, -0.095, 0.220], [-0.087, -0.392, -0.117]], "homo_ev": -7.90, "total_energy_ha": -522.205691, "smiles": "Cc1c[nH]c2ccccc12.CCC", "e_lumo_ev": 0.9, "gap_ev": 8.8}